DFT (ωB97M-V/def2-TZVPD) results for a molecular structure, C15H33Br6Cl3O8P2 in a non-equilibrium geometry.

Energy relative to the best compared isomer or geometry (same formula, charge and spin)   3.6 kcal/mol
Spin multiplicity   1
HOMO   -9.97 eV
E_LUMO   -0.2 eV
Gap between HOMO and LUMO   9.8 eV

CARTESIAN COORDINATES (ANGSTROEM)
C1 6.36 -13.12 14.20
Br1 6.91 -14.95 14.43
Br2 6.17 -12.27 15.94
Br3 4.73 -12.99 13.17
H1 7.11 -12.54 13.69
C2 10.22 -13.42 18.30
Br4 11.44 -13.62 19.80
Br5 8.50 -12.80 18.93
Br6 10.06 -14.97 17.19
H2 10.67 -12.65 17.69
C3 14.84 -9.57 18.13
C4 14.02 -8.43 17.57
O1 12.69 -8.84 17.26
P1 12.24 -9.90 16.19
O2 12.22 -11.28 16.68
O3 10.87 -9.33 15.67
C5 9.81 -9.06 16.64
C6 8.56 -9.85 16.31
O4 13.27 -9.67 14.99
C7 12.83 -9.57 13.64
C8 12.62 -10.95 12.99
H3 14.43 -9.98 19.06
H4 14.86 -10.43 17.46
H5 15.85 -9.23 18.39
H6 13.93 -7.61 18.28
H7 14.54 -8.08 16.67
H8 10.07 -9.19 17.69
H9 9.62 -7.99 16.49
H10 8.34 -9.84 15.24
H11 8.83 -10.90 16.49
H12 7.74 -9.56 16.95
H13 11.88 -9.04 13.55
H14 13.56 -9.00 13.06
H15 12.01 -10.81 12.11
H16 13.56 -11.41 12.71
H17 12.12 -11.56 13.74
C9 -0.17 -10.64 19.22
C10 -0.92 -11.02 17.95
O5 -1.32 -12.40 17.98
P2 -2.75 -12.82 18.50
O6 -3.09 -12.52 19.89
O7 -3.69 -12.15 17.42
C11 -5.05 -11.79 17.73
C12 -5.92 -12.96 18.14
O8 -2.73 -14.38 18.19
C13 -2.39 -14.86 16.89
C14 -3.60 -15.00 15.95
H18 -0.13 -9.55 19.33
H19 -0.70 -11.03 20.09
H20 0.85 -11.03 19.24
H21 -1.82 -10.39 17.92
H22 -0.28 -10.85 17.08
H23 -5.01 -11.07 18.55
H24 -5.51 -11.33 16.86
H25 -5.58 -13.38 19.10
H26 -6.94 -12.58 18.27
H27 -5.98 -13.78 17.43
H28 -1.58 -14.33 16.39
H29 -2.00 -15.88 17.02
H30 -4.35 -15.62 16.45
H31 -3.91 -14.00 15.64
H32 -3.33 -15.56 15.06
C15 5.23 -11.28 19.45
Cl1 3.72 -10.80 18.69
Cl2 4.95 -11.99 21.03
Cl3 6.31 -9.88 19.62
H33 5.72 -12.00 18.81

Löwdin atomic charge list, values in e, 8 entries: number 1, C, carries -1.59; number 2, Br, carries 0.57; number 3, Br, carries 0.59; number 4, Br, carries 0.58; number 5, H, carries -0.03; number 6, C, carries -1.61; number 7, Br, carries 0.57; number 8, Br, carries 0.57

DFT (ωB97M-V/def2-TZVPD) results for 3 unconnected molecules or ions with the total composition C15H33N2O in a non-equilibrium geometry.

Spin multiplicity   1
HOMO   -13.03 eV
Charge   +1
E_LUMO   -3.7 eV
Gap between HOMO and LUMO   9.3 eV

CARTESIAN COORDINATES (ANGSTROEM)
O1 3.77 1.33 3.08
N1 2.41 1.26 3.19
C1 1.73 2.48 3.25
C2 0.37 2.03 3.40
N2 0.38 0.63 3.41
C3 1.66 0.13 3.29
H1 4.10 1.13 3.98
H2 2.18 3.49 3.21
H3 -0.47 2.74 3.50
H4 -0.46 0.07 3.51
H5 2.01 -0.92 3.28
C4 -1.22 1.32 -0.62
C5 -2.00 1.58 0.66
C6 -2.79 0.36 1.15
C7 -3.88 -0.14 0.20
C8 -4.94 0.90 -0.18
C9 -5.75 1.39 1.02
H6 -1.88 1.09 -1.45
H7 -0.65 2.21 -0.89
H8 -0.52 0.49 -0.49
H9 -2.67 2.43 0.53
H10 -1.29 1.86 1.45
H11 -3.24 0.59 2.12
H12 -2.09 -0.47 1.33
H13 -4.37 -1.00 0.66
H14 -3.42 -0.51 -0.72
H15 -5.63 0.44 -0.89
H16 -4.48 1.75 -0.69
H17 -6.24 0.56 1.53
H18 -6.52 2.09 0.69
H19 -5.12 1.91 1.75
C10 2.09 -2.78 -4.34
C11 3.12 -2.77 -3.21
C12 2.49 -2.77 -1.82
C13 1.63 -1.55 -1.49
C14 2.33 -0.20 -1.61
C15 3.50 -0.04 -0.64
H20 1.47 -1.88 -4.33
H21 2.60 -2.83 -5.31
H22 1.44 -3.66 -4.26
H23 3.79 -1.91 -3.33
H24 3.75 -3.66 -3.31
H25 3.29 -2.86 -1.07
H26 1.88 -3.67 -1.71
H27 1.24 -1.67 -0.47
H28 0.75 -1.54 -2.14
H29 1.60 0.59 -1.40
H30 2.68 -0.03 -2.63
H31 3.17 -0.17 0.40
H32 3.94 0.95 -0.73
H33 4.29 -0.77 -0.84

Löwdin atomic charge list, values in e, 8 entries: number 1, O, carries 0.09; number 2, N, carries -0.15; number 3, C, carries 0.08; number 4, C, carries -0.02; number 5, N, carries 0.11; number 6, C, carries 0.05; number 7, H, carries 0.16; number 8, H, carries 0.16

DFT (ωB97M-V/def2-TZVPD) results for a molecular structure, C15H34BrInNO16S4 in a non-equilibrium geometry.

Spin multiplicity   1
HOMO   -4.52 eV
Charge   -1
E_LUMO   1.5 eV
Gap between HOMO and LUMO   6.0 eV

CARTESIAN COORDINATES (ANGSTROEM)
C1 -4.74 2.35 3.21
C2 -3.70 2.99 2.24
C3 -2.35 2.18 2.21
Br1 -1.91 1.56 0.36
In1 -0.61 3.36 3.11
C4 -0.38 2.53 5.21
C5 -1.76 2.44 5.96
C6 -1.91 3.39 7.16
C7 -2.16 4.88 6.78
N1 -2.79 5.04 5.44
H1 -5.78 2.58 2.92
H2 -4.63 1.25 3.24
H3 -4.60 2.68 4.25
H4 -4.13 2.94 1.23
H5 -3.51 4.01 2.58
H6 -2.55 1.25 2.77
H7 0.88 3.16 2.11
H8 -1.13 5.08 3.24
H9 0.42 3.03 5.80
H10 -0.04 1.49 5.07
H11 -1.83 1.41 6.37
H12 -2.57 2.52 5.23
H13 -2.80 3.06 7.75
H14 -1.04 3.32 7.83
H15 -2.83 5.33 7.54
H16 -1.22 5.45 6.86
H17 -3.63 5.59 5.60
H18 -2.20 5.67 4.92
C8 1.05 3.21 -1.32
C9 1.85 1.94 -1.15
O1 2.55 1.78 -2.41
S1 2.89 3.23 -3.01
O2 4.24 3.56 -2.68
O3 2.40 3.27 -4.36
O4 1.91 4.09 -2.07
H19 0.14 3.04 -1.90
H20 0.79 3.66 -0.36
H21 1.23 1.08 -0.95
H22 2.60 2.04 -0.36
C10 2.28 -3.34 -1.54
C11 1.46 -3.94 -0.41
O5 1.17 -2.83 0.46
S2 1.02 -1.49 -0.43
O6 -0.36 -1.25 -0.68
O7 1.88 -0.49 0.12
O8 1.69 -2.06 -1.78
H23 3.32 -3.18 -1.24
H24 2.25 -3.94 -2.44
H25 2.00 -4.71 0.12
H26 0.52 -4.34 -0.78
C12 1.81 -8.41 -3.77
C13 2.27 -7.20 -4.57
O9 2.55 -6.20 -3.59
S3 3.10 -6.91 -2.25
O10 4.53 -6.85 -2.25
O11 2.32 -6.43 -1.15
O12 2.65 -8.41 -2.60
H27 0.77 -8.30 -3.44
H28 1.92 -9.34 -4.32
H29 1.51 -6.85 -5.26
H30 3.19 -7.42 -5.12
C14 0.72 0.16 -5.70
C15 -0.19 -0.03 -4.50
O13 -1.17 -1.00 -4.93
S4 -0.48 -2.02 -5.97
O14 -0.08 -3.20 -5.26
O15 -1.27 -2.08 -7.15
O16 0.85 -1.15 -6.27
H31 0.26 0.81 -6.45
H32 1.69 0.55 -5.42
H33 -0.68 0.89 -4.20
H34 0.35 -0.46 -3.65

Löwdin atomic charge list, values in e, 8 entries: number 1, C, carries -0.13; number 2, C, carries -0.38; number 3, C, carries -0.77; number 4, Br, carries 0.53; number 5, In, carries 0.45; number 6, C, carries -0.31; number 7, C, carries -0.32; number 8, C, carries -0.22